C39H55CsNOP3S2 | the ωB97M-V functional and the def2-TZVPD basis

Total energy ... -94961.65555 eV
Highest occupied orbital energy ... -0.7 eV
Energy above the lowest of the compared OMol25 structures with the same formula, charge and spin ... 29.3 kcal/mol

```
! wB97M-V def2-TZVPD RIJCOSX def2/J DEFGRID3
* xyz -2 1
Cs 1.007 1.171 0.023
C -2.347 -3.213 0.354
C -1.759 -3.721 -0.790
C -0.379 -3.765 -0.896
C 0.414 -3.295 0.138
C -0.177 -2.795 1.287
C -1.556 -2.761 1.396
H -3.423 -3.155 0.435
H -2.378 -4.070 -1.607
H 0.081 -4.163 -1.790
H 1.490 -3.302 0.045
H 0.437 -2.435 2.100
H -2.023 -2.361 2.282
C 0.360 3.276 -3.767
C -1.066 3.330 -3.235
C -1.253 4.550 -2.336
P -1.523 1.824 -2.209
C -1.304 0.423 -3.451
C -1.885 -0.838 -2.817
C -1.853 0.582 -4.865
C -3.343 2.029 -2.198
C -4.092 2.375 -3.310
C -5.472 2.487 -3.250
C -6.119 2.269 -2.040
C -5.402 1.916 -0.922
C -3.996 1.768 -0.964
N -3.250 1.491 0.119
C -3.583 0.664 1.114
C -4.526 -0.376 1.160
C -4.577 -1.190 2.273
C -3.695 -1.029 3.334
C -2.761 0.005 3.313
C -2.738 0.861 2.238
P -1.742 2.306 1.793
C -0.647 2.487 3.340
C -1.273 2.759 4.705
C 0.422 3.534 3.037
C -2.939 3.725 2.171
C -3.286 4.503 0.906
C -4.185 3.318 2.949
H 0.590 4.207 -4.290
H 0.494 2.449 -4.461
H 1.082 3.165 -2.957
H -1.758 3.413 -4.086
H -0.634 4.447 -1.443
H -2.297 4.647 -2.038
H -0.953 5.461 -2.858
H -0.215 0.309 -3.510
H -2.968 -0.748 -2.729
H -1.477 -0.995 -1.820
H -1.658 -1.715 -3.425
H -2.940 0.532 -4.866
H -1.484 -0.231 -5.492
H -1.543 1.517 -5.323
H -3.603 2.554 -4.257
H -6.039 2.751 -4.136
H -7.198 2.387 -1.977
H -5.910 1.766 0.024
H -5.196 -0.550 0.329
H -5.313 -1.987 2.315
H -3.733 -1.712 4.175
H -2.052 0.107 4.125
H -0.150 1.510 3.382
H -1.750 3.736 4.741
H -0.498 2.743 5.474
H -2.015 2.008 4.954
H 0.006 4.542 3.084
H 0.819 3.383 2.033
H 1.244 3.470 3.754
H -2.340 4.400 2.797
H -3.976 3.949 0.277
H -2.379 4.682 0.333
H -3.742 5.465 1.157
H -4.821 2.670 2.350
H -4.761 4.201 3.237
H -3.915 2.774 3.850
S 3.527 -0.061 -1.398
C 4.683 1.118 -1.931
C 5.867 0.627 -2.483
C 6.921 1.449 -2.843
C 6.807 2.815 -2.649
C 5.623 3.328 -2.156
C 4.535 2.528 -1.803
S 3.103 3.335 -1.261
H 5.944 -0.445 -2.636
H 7.828 1.021 -3.270
H 7.621 3.491 -2.903
H 5.513 4.401 -2.050
C 4.154 0.763 4.047
P 3.635 0.486 2.291
C 4.363 1.919 1.467
C 4.554 -0.980 1.720
O 2.170 0.333 2.221
H 5.233 0.799 4.168
H 3.725 -0.015 4.677
H 3.721 1.725 4.331
H 5.400 2.061 1.762
H 3.776 2.811 1.690
H 4.328 1.759 0.390
H 5.627 -0.879 1.858
H 4.318 -1.061 0.651
H 4.185 -1.860 2.243
*
```

Results of the Mulliken charge analysis, in e, for atoms 1 through 8: atom 1 (Cs): 0.8917, atom 2 (C): -0.2287, atom 3 (C): -0.4349, atom 4 (C): -0.3846, atom 5 (C): -0.3801, atom 6 (C): -0.4950, atom 7 (C): -0.1430, atom 8 (H): 0.3294

C22H54BN5O3 | the ωB97M-V functional and the def2-TZVPD basis

Total energy ... -37961.32943 eV
SMILES ... NB(O)[C@H]1C(=O)OC[C@H]1N.CCN(CC)CC.CCN(CC)CC.CCN(CC)CC
Highest occupied orbital energy ... -7.9 eV

```
! wB97M-V def2-TZVPD RIJCOSX def2/J DEFGRID3
* xyz 0 1
N -2.619 -1.125 -2.109
B -1.531 -0.599 -2.860
O -1.523 -0.841 -4.212
C -0.379 0.200 -2.122
C 1.040 -0.294 -2.363
O 1.440 -1.439 -2.461
O 1.866 0.789 -2.465
C 1.188 1.859 -1.785
C -0.223 1.719 -2.316
N -0.295 2.219 -3.667
H -3.043 -0.517 -1.429
H -3.312 -1.581 -2.676
H -0.629 -0.856 -4.547
H -0.541 0.054 -1.054
H 1.181 1.598 -0.731
H 1.649 2.819 -1.927
H -0.946 2.281 -1.740
H 0.189 1.653 -4.342
H -1.230 2.425 -3.963
C -3.317 8.749 -4.658
C -2.371 7.959 -3.767
N -2.708 6.551 -3.690
C -2.014 5.846 -2.629
C -0.488 5.728 -2.718
C -2.793 5.855 -4.961
C -1.557 5.860 -5.871
H -4.353 8.597 -4.353
H -3.091 9.813 -4.582
H -3.221 8.471 -5.708
H -2.434 8.365 -2.754
H -1.336 8.130 -4.105
H -2.445 4.843 -2.551
H -2.268 6.344 -1.687
H -0.181 5.014 -3.479
H -0.095 5.367 -1.764
H -0.011 6.687 -2.922
H -3.630 6.280 -5.521
H -3.087 4.822 -4.758
H -1.116 6.854 -5.958
H -1.842 5.542 -6.876
H -0.786 5.174 -5.523
C 2.220 -1.775 1.055
C 3.131 -2.691 1.854
N 2.751 -4.085 1.738
C 3.395 -4.944 2.714
C 4.919 -5.102 2.649
C 2.669 -4.599 0.381
C 3.920 -4.503 -0.502
H 1.177 -1.952 1.322
H 2.456 -0.731 1.275
H 2.329 -1.912 -0.021
H 3.055 -2.418 2.911
H 4.176 -2.503 1.560
H 2.932 -5.933 2.655
H 3.134 -4.559 3.706
H 5.231 -5.723 1.811
H 5.275 -5.588 3.560
H 5.427 -4.140 2.574
H 1.856 -4.076 -0.128
H 2.344 -5.641 0.437
H 4.387 -3.520 -0.445
H 3.643 -4.671 -1.544
H 4.667 -5.252 -0.242
C 1.099 -3.197 6.314
C -0.418 -3.102 6.239
N -0.883 -2.434 5.040
C -2.286 -2.070 5.086
C -3.326 -3.196 5.157
C -0.407 -3.001 3.791
C -0.704 -4.477 3.502
H 1.555 -2.214 6.194
H 1.396 -3.596 7.284
H 1.506 -3.862 5.550
H -0.768 -2.519 7.096
H -0.843 -4.112 6.357
H -2.502 -1.442 4.218
H -2.424 -1.422 5.957
H -3.431 -3.717 4.207
H -4.303 -2.776 5.404
H -3.083 -3.928 5.927
H 0.678 -2.868 3.751
H -0.793 -2.393 2.969
H -0.502 -5.113 4.365
H -0.063 -4.818 2.686
H -1.736 -4.639 3.193
*
```

Results of the Mulliken charge analysis, in e, for atoms 1 through 8: atom 1 (N): -0.4330, atom 2 (B): 0.5305, atom 3 (O): -0.6479, atom 4 (C): -0.2137, atom 5 (C): 0.3370, atom 6 (O): -0.6307, atom 7 (O): -0.4110, atom 8 (C): -0.6878

C4H5NO | the ωB97M-V functional and the def2-TZVPD basis

Total energy ... -7761.93997 eV
Highest occupied orbital energy ... -9.6 eV
Energy above the lowest of the compared OMol25 structures with the same formula, charge and spin ... 105.8 kcal/mol

```
! wB97M-V def2-TZVPD RIJCOSX def2/J DEFGRID3
* xyz 0 1
O -1.366 0.428 -0.590
C -1.418 0.615 0.675
N -0.370 0.792 1.394
C 0.653 0.514 -0.743
C 0.967 -0.865 -0.769
C 1.268 -2.041 -0.807
H -2.424 0.622 1.105
H -0.526 0.919 2.388
H 0.375 0.963 -1.675
H 1.312 1.128 -0.136
H 1.529 -3.075 -0.842
*
```

Results of the Mulliken charge analysis, in e, for atoms 1 through 8: atom 1 (O): -0.5373, atom 2 (C): 0.1376, atom 3 (N): -0.5870, atom 4 (C): -0.4532, atom 5 (C): -0.1743, atom 6 (C): 0.0835, atom 7 (H): 0.4066, atom 8 (H): 0.1964

C3H7NO2 | the ωB97M-V functional and the def2-TZVPD basis

Total energy ... -8807.54525 eV
SMILES ... [H]/N=C\OCC=O.[H][H]
Highest occupied orbital energy ... -10.3 eV
Energy above the lowest of the compared OMol25 structures with the same formula, charge and spin ... 68.8 kcal/mol

```
! wB97M-V def2-TZVPD RIJCOSX def2/J DEFGRID3
* xyz 0 1
H 0.753 -1.212 -0.217
N 1.016 -1.217 0.768
C 0.301 -0.484 1.506
O -0.762 0.304 1.198
C -1.195 0.290 -0.149
C -0.225 1.015 -1.071
O -0.042 0.684 -2.215
H 0.499 -0.409 2.574
H -2.147 0.831 -0.154
H -1.369 -0.727 -0.520
H 0.285 1.888 -0.616
H 2.864 1.279 -0.197
H 2.713 0.630 0.135
*
```

Results of the Mulliken charge analysis, in e, for atoms 1 through 8: atom 1 (H): 0.3004, atom 2 (N): -0.6432, atom 3 (C): 0.1943, atom 4 (O): -0.3607, atom 5 (C): -0.5835, atom 6 (C): 0.0641, atom 7 (O): -0.4650, atom 8 (H): 0.3690

Cl2HPS2 | the ωB97M-V functional and the def2-TZVPD basis

Total energy ... -56022.11387 eV
SMILES ... S=P(S)(Cl)Cl
Highest occupied orbital energy ... -9.1 eV
Energy above the lowest of the compared OMol25 structures with the same formula, charge and spin ... 3.2 kcal/mol

```
! wB97M-V def2-TZVPD RIJCOSX def2/J DEFGRID3
* xyz 0 1
S -0.088 2.240 -0.341
P 0.315 0.254 -0.183
S -1.431 -0.890 -0.343
Cl 1.193 -0.325 1.528
Cl 1.427 -0.513 -1.642
H -1.416 -0.767 0.980
*
```

Mulliken analysis output, partial charges in e: atom 1 (S): -0.3250, atom 2 (P): 0.6386, atom 3 (S): -0.1756, atom 4 (Cl): -0.1589, atom 5 (Cl): -0.1560, atom 6 (H): 0.1770

C7H13O | the ωB97M-V functional and the def2-TZVPD basis

Total energy ... -9515.71473 eV
SMILES ... C=C(CC)CCC[O-]
Highest occupied orbital energy ... -2.3 eV
Energy above the lowest of the compared OMol25 structures with the same formula, charge and spin ... 16.2 kcal/mol

```
! wB97M-V def2-TZVPD RIJCOSX def2/J DEFGRID3
* xyz -1 1
C -1.505 1.340 0.659
C -0.293 1.073 0.206
C 0.868 2.129 0.416
C 0.943 2.503 1.929
C 0.206 -0.216 -0.365
C -0.821 -1.333 -0.527
C -0.036 -2.676 -0.758
O 0.567 -2.785 -1.927
H -1.854 2.314 0.977
H -2.190 0.496 0.714
H 1.712 1.514 0.123
H 0.633 3.037 -0.132
H -0.001 2.307 2.429
H 1.677 1.841 2.387
H 1.220 3.557 1.977
H 0.625 0.019 -1.353
H 1.064 -0.635 0.174
H -1.313 -1.525 0.433
H -1.422 -1.230 -1.429
H 0.586 -2.770 0.196
H -0.812 -3.483 -0.549
*
```

Results of the Mulliken charge analysis, in e, for atoms 1 through 8: atom 1 (C): -1.0181, atom 2 (C): 0.5863, atom 3 (C): -0.8102, atom 4 (C): -1.0215, atom 5 (C): -0.5475, atom 6 (C): -0.6102, atom 7 (C): -0.6619, atom 8 (O): -0.8585